No. 1
# C5H12NO2

The ion C5H12NO2 with charge -1 (the ωB97M-V functional and the def2-TZVPD basis, OMol25).

**E_HOMO**: -2.74 eV
**Structure (SMILES)**: C[C@@H](CCO)NC[O-]
**Energy relative to the best compared isomer or geometry (same formula, charge and spin)**: 467.2 kJ/mol
**Charge**: -1
**M**: 118.156 u
**Strongest force on any atom**: 4.380 eV Å⁻¹

Bonds (Å) are listed after each position.
Positions of all 20 atoms, in Å:
1 C 0.14483 1.68699 -1.49622  C2 1.633, H9 1.199, H10 1.075, H11 1.167
2 C -0.00261 0.48962 -0.39562  C1 1.633, C3 1.565, N6 1.462, H12 1.100
3 C 1.35450 0.18174 0.32064  C2 1.565, C4 1.534, H13 1.082, H14 1.180
4 C 1.08737 -1.21177 0.90402  C3 1.534, O5 1.417, H15 1.071, H16 1.181
5 O 2.25722 -1.65037 1.57205  C4 1.417, H17 0.989
6 N -1.17860 0.45133 0.47270  C2 1.462, C7 1.612, H18 1.046
7 C -2.28439 -0.60785 -0.03151  N6 1.612, O8 1.308, H19 1.150, H20 1.077
8 O -3.36025 0.10300 -0.24924  C7 1.308
9 H -1.01109 1.87379 -1.75336  C1 1.199
10 H 0.64508 2.62858 -1.35597  C1 1.075
11 H 0.65910 1.19447 -2.42139  C1 1.167
12 H -0.02132 -0.46185 -0.94682  C2 1.100
13 H 2.34179 0.36113 -0.08283  C3 1.082
14 H 1.56092 0.85127 1.26987  C3 1.180
15 H 0.14604 -1.21509 1.41488  C4 1.071
16 H 1.02698 -1.90808 -0.04758  C4 1.181
17 H 2.22710 -1.68960 2.56021  O5 0.989
18 H -1.47902 1.45197 0.43005  N6 1.046
19 H -1.82230 -1.18205 -0.91490  C7 1.150
20 H -2.29133 -1.34723 0.75102  C7 1.077


No. 2
# C18H64N12O14

A cluster of 14 separate species, C18H64N12O14 in total (the ωB97M-V functional and the def2-TZVPD basis, OMol25).

**E_HOMO**: -9.17 eV
**Energy relative to the best compared isomer or geometry (same formula, charge and spin)**: 0.0 kJ/mol
**M**: 672.780 u
**Strongest force on any atom**: 3.857 eV Å⁻¹

Bonds (Å) are listed after each position.
Positions of all 108 atoms, in Å:
1 C -4.59466 -1.04894 0.57411  O2 1.195, N3 1.445, N4 1.381
2 O -4.72139 -0.77950 1.73119  C1 1.195
3 N -5.36462 -2.08516 -0.07420  C1 1.445, H5 1.028, H6 1.005
4 N -3.67335 -0.47063 -0.27693  C1 1.381, H7 0.965, H8 1.019
5 H -5.47634 -2.14832 -1.09433  N3 1.028
6 H -6.02850 -2.54385 0.52501  N3 1.005
7 H -3.94297 -0.50542 -1.20268  N4 0.965
8 H -3.50020 0.48619 0.02869  N4 1.019
9 C 0.41875 -0.27752 -0.55570  O10 1.257, N11 1.417, N12 1.366
10 O -0.51487 -0.99443 -0.99752  C9 1.257
11 N 0.65554 1.04786 -0.99667  C9 1.417, H13 1.010, H14 1.029
12 N 1.24488 -0.71379 0.44062  C9 1.366, H15 1.021, H16 1.039
13 H 0.08019 1.40908 -1.74403  N11 1.010
14 H 1.33211 1.58385 -0.43733  N11 1.029
15 H 1.71119 -0.05012 1.06140  N12 1.021
16 H 0.88132 -1.54476 0.94707  N12 1.039
17 C -1.55565 3.07053 -3.77691  O18 1.191, N19 1.356, N20 1.340
18 O -2.16078 4.06867 -3.53870  C17 1.191
19 N -1.73938 1.96923 -3.00742  C17 1.356, H21 1.021, H22 1.043
20 N -0.55831 3.00799 -4.66900  C17 1.340, H23 1.003, H24 0.992
21 H -2.43911 2.13405 -2.28171  N19 1.021
22 H -1.63514 1.05619 -3.50060  N19 1.043
23 H -0.21245 2.14237 -5.03882  N20 1.003
24 H -0.72347 3.67329 -5.38601  N20 0.992
25 C 3.37927 2.39405 1.49580  O26 1.214, N27 1.311, N28 1.392
26 O 2.49962 1.64557 1.12043  C25 1.214
27 N 4.24798 2.05836 2.41784  C25 1.311, H29 1.035, H30 0.988
28 N 3.35556 3.68332 0.97122  C25 1.392, H31 0.991, H32 1.053
29 H 4.20975 1.08876 2.77904  N27 1.035
30 H 5.07471 2.59179 2.51264  N27 0.988
31 H 2.45270 3.92585 0.64325  N28 0.991
32 H 4.01411 4.37936 1.40803  N28 1.053
33 C -0.73803 3.40598 2.65580  O34 1.219, N35 1.359, N36 1.356
34 O -0.95731 4.21752 1.77309  C33 1.219
35 N -1.32886 3.50552 3.87518  C33 1.359, H37 1.024, H38 1.019
36 N 0.17643 2.41688 2.50132  C33 1.356, H39 1.002, H40 1.016
37 H -1.77196 4.38217 4.16368  N35 1.024
38 H -1.14271 2.79174 4.57834  N35 1.019
39 H 0.55673 1.81925 3.20959  N36 1.002
40 H 0.68187 2.48210 1.62294  N36 1.016
41 C -0.71149 -3.72764 1.41804  O42 1.203, N43 1.374, N44 1.378
42 O 0.35924 -3.30166 1.76193  C41 1.203
43 N -1.19197 -3.66348 0.13210  C41 1.374, H45 1.007, H46 1.017
44 N -1.49933 -4.46213 2.27823  C41 1.378, H47 1.002, H48 0.951
45 H -2.18753 -3.81612 0.13345  N43 1.007
46 H -0.65128 -2.92604 -0.31356  N43 1.017
47 H -1.22626 -4.40185 3.24006  N44 1.002
48 H -1.98176 -5.18861 1.89897  N44 0.951
49 C -1.66296 -3.48478 -5.05462  C50 1.536, H52 1.075, H53 1.087, H54 1.102
50 C -1.41692 -3.18086 -3.56930  C49 1.536, O51 1.448, H55 1.121, H56 1.089
51 O -1.78279 -1.80927 -3.28563  C50 1.448, H57 0.936
52 H -1.25304 -4.42017 -5.38941  C49 1.075
53 H -1.16693 -2.69450 -5.61133  C49 1.087
54 H -2.74761 -3.39298 -5.22384  C49 1.102
55 H -0.35296 -3.39829 -3.29119  C50 1.121
56 H -2.02646 -3.80796 -2.92086  C50 1.089
57 H -1.45212 -1.55011 -2.44908  O51 0.936
58 C -2.48274 -0.16541 4.17736  C59 1.530, H61 1.087, H62 1.100, H63 1.124
59 C -2.09791 -1.37269 3.32014  C58 1.530, O60 1.440, H64 1.118, H65 1.075
60 O -0.77919 -1.77740 3.73486  C59 1.440, H66 1.003
61 H -1.66195 0.54020 4.27495  C58 1.087
62 H -2.87604 -0.48219 5.15509  C58 1.100
63 H -3.31708 0.37913 3.65636  C58 1.124
64 H -2.09215 -1.10596 2.23431  C59 1.118
65 H -2.81396 -2.17137 3.38634  C59 1.075
66 H -0.36183 -2.40514 3.07387  O60 1.003
67 C 2.62553 -3.80330 -1.68923  C68 1.529, H70 1.096, H71 1.095, H72 1.086
68 C 3.82649 -2.85795 -1.73589  C67 1.529, O69 1.475, H73 1.076, H74 1.129
69 O 3.41657 -1.47005 -2.01945  C68 1.475, H75 0.976
70 H 2.20924 -3.86090 -2.70139  C67 1.096
71 H 1.90184 -3.50039 -0.92474  C67 1.095
72 H 3.02909 -4.77035 -1.40222  C67 1.086
73 H 4.55485 -3.15312 -2.47129  C68 1.076
74 H 4.32665 -2.88279 -0.72439  C68 1.129
75 H 2.99383 -1.25727 -1.16621  O69 0.976
76 C 2.37965 0.23612 -4.95712  C77 1.514, H79 1.060, H80 1.034, H81 1.105
77 C 1.29648 -0.43466 -4.13976  C76 1.514, O78 1.448, H82 1.139, H83 1.093
78 O -0.01943 -0.14240 -4.66836  C77 1.448, H84 0.972
79 H 2.36348 -0.09244 -5.96493  C76 1.060
80 H 3.29480 -0.02488 -4.55336  C76 1.034
81 H 2.30973 1.33893 -4.95382  C76 1.105
82 H 1.49293 -0.13720 -3.05750  C77 1.139
83 H 1.40695 -1.51183 -4.29010  C77 1.093
84 H -0.56134 -0.82197 -4.23302  O78 0.972
85 C 1.76374 0.04335 5.44069  O86 1.403, H87 1.057, H88 1.120, H89 1.109
86 O 1.27310 -0.02957 4.12861  C85 1.403, H90 0.948
87 H 2.54720 0.73696 5.59059  C85 1.057
88 H 0.86461 0.39722 6.00663  C85 1.120
89 H 2.09490 -0.89601 5.92886  C85 1.109
90 H 0.61437 -0.71099 4.15220  O86 0.948
91 C 0.64500 4.79858 -1.22913  O92 1.422, H93 1.107, H94 1.081, H95 1.077
92 O 0.67993 4.03818 -0.02830  C91 1.422, H96 1.000
93 H 0.84919 4.14225 -2.09738  C91 1.107
94 H -0.31699 5.25970 -1.40329  C91 1.081
95 H 1.32988 5.62438 -1.13763  C91 1.077
96 H -0.08866 4.23573 0.58029  O92 1.000
97 C -3.76536 3.19323 0.76918  O98 1.483, H99 1.130, H100 1.083, H101 1.056
98 O -2.73644 2.38384 0.07135  C97 1.483, H102 0.988
99 H -3.45785 3.57809 1.78641  C97 1.130
100 H -4.03116 4.09844 0.23639  C97 1.083
101 H -4.58372 2.53304 0.86460  C97 1.056
102 H -1.84231 2.77967 0.21025  O98 0.988
103 C 4.33243 -1.60615 2.20318  O104 1.413, H105 1.079, H106 1.142, H107 1.060
104 O 3.96373 -0.73120 3.24997  C103 1.413, H108 1.002
105 H 3.87555 -1.24553 1.29460  C103 1.079
106 H 5.46494 -1.75217 2.19798  C103 1.142
107 H 3.95205 -2.58042 2.37731  C103 1.060
108 H 2.96692 -0.63199 3.23449  O104 1.002


No. 3
# C21H24N2O3

The molecule C21H24N2O3 (the ωB97M-V functional and the def2-TZVPD basis, OMol25).

**E_HOMO**: -8.22 eV
**Structure (SMILES)**: O=C(CCC1=CCCN(CCCc2ccc3ccccc3c2)C1=O)NO
**Energy relative to the best compared isomer or geometry (same formula, charge and spin)**: 561.3 kJ/mol
**M**: 352.434 u
**Strongest force on any atom**: 5.403 eV Å⁻¹

Bonds (Å) are listed after each position.
Positions of all 50 atoms, in Å:
1 O 4.66481 -4.07776 -4.28589  C2 1.245
2 C 4.49252 -3.73327 -3.10211  O1 1.245, C3 1.599, N25 1.424
3 C 3.15036 -2.94782 -2.72868  C2 1.599, C4 1.526, H27 1.147, H28 1.088
4 C 3.28541 -1.44929 -2.98588  C3 1.526, C5 1.484, H29 1.023, H30 1.116
5 C 2.16328 -0.56187 -2.59302  C4 1.484, C6 1.429, C23 1.453
6 C 1.23515 -0.08128 -3.56685  C5 1.429, C7 1.494, H31 1.085
7 C 0.14229 0.86219 -3.18295  C6 1.494, C8 1.580, H32 1.054, H33 1.123
8 C 0.36470 1.38424 -1.70806  C7 1.580, N9 1.445, H34 1.142, H35 1.062
9 N 0.90142 0.48914 -0.70826  C8 1.445, C10 1.456, C23 1.403
10 C 0.61079 0.64806 0.70932  N9 1.456, C11 1.526, H36 1.113, H37 1.065
11 C 0.84095 1.96945 1.43796  C10 1.526, C12 1.606, H38 1.018, H39 1.088
12 C 0.19623 1.69443 2.88245  C11 1.606, C13 1.515, H40 1.100, H41 1.160
13 C -1.25685 1.26887 2.93607  C12 1.515, C14 1.408, C22 1.344
14 C -1.62637 -0.00753 3.40159  C13 1.408, C15 1.454, H42 1.021
15 C -3.00894 -0.44388 3.29041  C14 1.454, C16 1.383, H43 1.058
16 C -3.92706 0.44811 2.76744  C15 1.383, C17 1.462, C21 1.440
17 C -5.33402 0.05602 2.83299  C16 1.462, C18 1.450, H44 1.096
18 C -6.33455 1.00894 2.39254  C17 1.450, C19 1.444, H45 1.023
19 C -5.97482 2.36652 2.05657  C18 1.444, C20 1.351, H46 1.134
20 C -4.68287 2.72482 2.22315  C19 1.351, C21 1.454, H47 1.089
21 C -3.57868 1.81771 2.49357  C16 1.440, C20 1.454, C22 1.417
22 C -2.19430 2.12112 2.48760  C13 1.344, C21 1.417, H48 1.076
23 C 1.91745 -0.35782 -1.17594  C5 1.453, N9 1.403, O24 1.258
24 O 2.40924 -1.14473 -0.32663  C23 1.258
25 N 5.47017 -4.14670 -2.15316  C2 1.424, O26 1.408, H49 0.991
26 O 6.64499 -4.64347 -2.74872  N25 1.408, H50 0.974
27 H 2.26865 -3.36936 -3.32959  C3 1.147
28 H 3.06856 -3.09467 -1.65360  C3 1.088
29 H 4.07407 -0.98618 -2.52654  C4 1.023
30 H 3.48736 -1.50840 -4.08198  C4 1.116
31 H 1.42646 -0.58613 -4.50744  C6 1.085
32 H -0.75999 0.32355 -3.25852  C7 1.054
33 H 0.09613 1.77987 -3.82803  C7 1.123
34 H -0.58942 1.91469 -1.37437  C8 1.142
35 H 1.07874 2.16742 -1.76905  C8 1.062
36 H 1.14741 -0.12539 1.30286  C10 1.113
37 H -0.43872 0.47104 0.74022  C10 1.065
38 H 1.80431 2.28854 1.51752  C11 1.018
39 H 0.25310 2.75088 0.96067  C11 1.088
40 H 0.30237 2.51336 3.60956  C12 1.100
41 H 0.82138 0.85576 3.38467  C12 1.160
42 H -1.04310 -0.71760 3.84600  C14 1.021
43 H -3.40054 -1.33694 3.70154  C15 1.058
44 H -5.75836 -0.75807 3.43139  C17 1.096
45 H -7.31177 0.71542 2.32299  C18 1.023
46 H -6.79182 3.05796 1.68298  C19 1.134
47 H -4.40553 3.76241 2.04047  C20 1.089
48 H -1.90557 3.08154 2.09739  C22 1.076
49 H 5.51544 -3.74628 -1.24777  N25 0.991
50 H 6.48952 -4.71762 -3.70687  O26 0.974


Frontier orbital gap, record by record: 6.10, 9.68, 8.47 eV